No. 1
{
  "formula": "C42H36BeN2O2S3",
  "method": "the ωB97M-V functional and the def2-TZVPD basis",
  "largest_force_ev_per_a": 0.6,
  "total_charge": 2,
  "relative_energy_kcal_mol": 21.9,
  "multiplicity": 1,
  "mol_weight_g_mol": 705.98,
  "e_homo_ev": -13.10,
  "elements": ["Be", "C", "C", "C", "C", "C", "C", "C", "S", "O", "C", "C", "C", "C", "C", "C", "C", "C", "C", "C", "C", "C", "C", "C", "C", "C", "C", "C", "C", "C", "S", "O", "C", "C", "C", "C", "C", "C", "C", "H", "H", "H", "H", "H", "H", "H", "H", "H", "H", "H", "H", "H", "H", "H", "H", "H", "H", "H", "H", "H", "H", "H", "H", "H", "H", "N", "C", "C", "C", "C", "C", "N", "C", "H", "H", "H", "H", "C", "S", "C", "H", "H", "H", "H", "H", "H"],
  "xyz": [[-0.91495, 1.62147, -1.46578], [0.18123, -4.83538, -4.50959], [0.38733, -3.52475, -3.80319], [0.37248, -3.45465, -2.40743], [0.59607, -2.26148, -1.74319], [0.82654, -1.10827, -2.48929], [0.84827, -1.14662, -3.87634], [0.63028, -2.35599, -4.52159], [1.16430, 0.49528, -1.75420], [1.73606, 1.34546, -2.82864], [2.44087, -0.01585, -0.59398], [3.52611, -0.61494, -1.28048], [4.49094, -1.26409, -0.58401], [4.36708, -1.43078, 0.81997], [5.29336, -2.21931, 1.54385], [5.16358, -2.38338, 2.89162], [4.09445, -1.76652, 3.57639], [3.19494, -0.98836, 2.90722], [3.30842, -0.78832, 1.50682], [2.36435, 0.02296, 0.78208], [1.54565, 0.96629, 1.62948], [2.28079, 1.96238, 2.35961], [3.66770, 2.17962, 2.15408], [4.35067, 3.09216, 2.90423], [3.69298, 3.83865, 3.90557], [2.35140, 3.68469, 4.09991], [1.61171, 2.75966, 3.32464], [0.21099, 2.61928, 3.52051], [-0.50052, 1.72966, 2.78566], [0.18402, 0.91266, 1.85292], [-0.76431, -0.06753, 0.75993], [-1.39694, 1.04984, -0.11948], [-2.14813, -0.69224, 1.64040], [-3.39597, -0.09090, 1.56677], [-4.47242, -0.73041, 2.15972], [-4.32315, -1.95940, 2.80116], [-5.51220, -2.68666, 3.35982], [-3.04884, -2.52639, 2.87480], [-1.96035, -1.90968, 2.28883], [-0.34521, -5.54898, -3.87783], [1.14566, -5.27523, -4.77545], [-0.38126, -4.70383, -5.43373], [0.20261, -4.35653, -1.82955], [0.62020, -2.24509, -0.65979], [1.05555, -0.24250, -4.43633], [0.66360, -2.39079, -5.60490], [3.57484, -0.52778, -2.36045], [5.34532, -1.69257, -1.09535], [6.10259, -2.69543, 1.00200], [5.87389, -2.98893, 3.43893], [3.98660, -1.91556, 4.64353], [2.37850, -0.53356, 3.45376], [4.19322, 1.62224, 1.39015], [5.40903, 3.24288, 2.73397], [4.25500, 4.53967, 4.51035], [1.83066, 4.26343, 4.85385], [-0.27729, 3.24017, 4.26243], [-1.57309, 1.62801, 2.90161], [-3.51927, 0.85635, 1.05708], [-5.45020, -0.26591, 2.11976], [-6.32233, -2.00416, 3.61084], [-5.24674, -3.26023, 4.24673], [-5.89078, -3.39282, 2.61658], [-2.91517, -3.47331, 3.38237], [-0.97455, -2.36440, 2.33744], [-3.74549, -3.31475, -2.78768], [-3.70898, -2.16944, -2.87720], [-3.60498, -0.73244, -2.92373], [-4.69955, 0.09757, -3.14599], [-4.50468, 1.46765, -3.11317], [-3.25158, 1.96329, -2.81383], [-2.19781, 1.16820, -2.58110], [-2.37334, -0.16120, -2.66608], [-5.67758, -0.32450, -3.33650], [-5.32077, 2.15261, -3.29323], [-3.08460, 3.02960, -2.74689], [-1.50495, -0.79298, -2.50185], [-0.67764, 4.39566, -3.14383], [-0.06683, 3.57381, -1.66095], [-0.77207, 4.59785, -0.35155], [-1.73286, 4.63998, -3.05508], [-0.49641, 3.73636, -3.99089], [-0.09952, 5.30792, -3.27103], [-0.32212, 5.58413, -0.43296], [-0.48878, 4.14729, 0.59900], [-1.85561, 4.66008, -0.43226]],
  "lowdin_charge": [-0.0061, -0.0279, -0.2430, -0.0117, -0.0771, -0.4008, -0.0618, -0.0067, 0.9563, -0.4644, -0.2763, -0.0540, 0.0167, -0.1408, -0.0098, -0.0416, -0.0406, -0.0116, -0.1179, -0.1289, -0.1169, -0.1019, 0.0014, -0.0323, -0.0369, -0.0127, -0.1386, 0.0037, -0.0491, -0.3117, 1.1502, -0.4841, -0.3940, -0.0613, -0.0116, -0.2381, -0.0272, -0.0093, -0.0568, 0.0854, 0.0980, 0.0888, 0.1266, 0.1008, 0.1172, 0.1288, 0.1275, 0.1322, 0.1246, 0.1181, 0.1169, 0.1223, 0.1253, 0.1194, 0.1199, 0.1236, 0.1302, 0.1186, 0.1137, 0.1251, 0.0868, 0.0896, 0.0994, 0.1291, 0.1225, 0.2074, -0.1459, -0.1594, 0.0490, 0.0079, -0.0548, 0.0402, -0.0179, 0.1441, 0.1308, 0.1103, 0.1094, -0.3030, 0.9338, -0.2953, 0.0413, 0.0627, 0.0632, 0.0619, 0.0411, 0.0579]
}

---

No. 2
{
  "formula": "C42H36Cl2IrN6O4P2Se",
  "method": "the ωB97M-V functional and the def2-TZVPD basis",
  "largest_force_ev_per_a": 0.3,
  "total_charge": 2,
  "relative_energy_kcal_mol": 7.7,
  "multiplicity": 2,
  "s_squared": 0.7560,
  "mol_weight_g_mol": 1092.82,
  "e_homo_ev": [-13.57, -13.98],
  "elements": ["Ir", "N", "C", "C", "C", "O", "O", "H", "H", "H", "H", "H", "H", "C", "N", "P", "C", "C", "C", "C", "C", "C", "C", "C", "C", "C", "C", "C", "P", "C", "C", "C", "C", "C", "C", "C", "C", "C", "C", "C", "C", "H", "H", "H", "H", "H", "H", "H", "H", "H", "H", "H", "H", "H", "H", "H", "H", "H", "H", "H", "H", "H", "H", "H", "Se", "N", "C", "C", "C", "C", "C", "N", "C", "C", "N", "C", "C", "C", "C", "C", "N", "H", "H", "H", "H", "H", "H", "Cl", "C", "Cl", "C", "O", "O", "H"],
  "xyz": [[1.24648, 0.28451, -1.42279], [2.85215, 1.20597, -2.52639], [2.47033, 2.17842, -3.58536], [1.62037, 3.31109, -3.04304], [0.28498, 2.89121, -2.45043], [-0.75905, 3.32487, -2.86526], [0.34452, 2.11703, -1.35582], [3.46958, 1.68121, -1.87163], [3.39557, 0.46493, -2.96660], [1.93012, 1.64367, -4.36162], [3.37844, 2.57558, -4.04062], [1.42259, 4.00725, -3.85568], [2.16627, 3.85545, -2.26423], [-2.60779, 0.61696, -1.38115], [-1.87480, 0.37383, -0.09193], [-1.86777, 1.66580, 0.96921], [-2.31419, 1.11496, 2.60843], [-2.84099, -0.15010, 2.86883], [-3.18314, -0.49409, 4.16530], [-2.99036, 0.41320, 5.19976], [-2.46639, 1.67497, 4.94301], [-2.12647, 2.02945, 3.64949], [-3.01253, 2.94822, 0.51293], [-2.57608, 4.07121, -0.18555], [-3.48343, 5.06754, -0.50707], [-4.81259, 4.93959, -0.13328], [-5.24707, 3.82417, 0.57670], [-4.34959, 2.82995, 0.91539], [-0.50712, -0.70994, -0.29051], [-1.35452, -2.14069, -0.98951], [-0.90685, -2.79618, -2.12711], [-1.56485, -3.93025, -2.58840], [-2.68008, -4.40357, -1.92105], [-3.14837, -3.74198, -0.78882], [-2.48826, -2.62225, -0.32299], [0.03099, -1.31514, 1.33603], [0.49714, -0.45166, 2.33204], [1.02616, -0.94663, 3.51106], [1.13220, -2.31851, 3.70320], [0.70246, -3.18689, 2.71194], [0.15286, -2.69233, 1.53656], [-3.65353, 0.79795, -1.14368], [-2.53409, -0.27364, -1.99881], [-2.19096, 1.46476, -1.92041], [-2.99830, -0.84644, 2.06071], [-3.61019, -1.46679, 4.36969], [-3.26185, 0.14051, 6.21091], [-2.33107, 2.38165, 5.75043], [-1.72948, 3.01780, 3.44506], [-1.54341, 4.15976, -0.48132], [-3.15280, 5.94050, -1.05253], [-5.51913, 5.71784, -0.38942], [-6.28423, 3.73597, 0.87002], [-4.68050, 1.96980, 1.48448], [-0.07080, -2.40531, -2.68276], [-1.21291, -4.42501, -3.48369], [-3.19687, -5.28182, -2.28432], [-4.02693, -4.10463, -0.27254], [-2.85432, -2.12028, 0.56076], [0.44799, 0.62011, 2.20314], [1.35957, -0.26014, 4.27920], [1.54901, -2.70782, 4.62293], [0.78374, -4.25665, 2.85184], [-0.18032, -3.38960, 0.77982], [6.12495, -2.86697, 3.51363], [5.39039, -1.25661, 3.38778], [4.64915, -1.25910, 2.31109], [3.87434, -0.10921, 1.86588], [3.84819, 1.11608, 2.53074], [3.06279, 2.13527, 2.02881], [2.30063, 1.91255, 0.88842], [2.31546, 0.73720, 0.25983], [3.10043, -0.25738, 0.71909], [3.08517, -1.48897, -0.05748], [2.32821, -1.48505, -1.18711], [2.32373, -2.58184, -1.94155], [3.04152, -3.72563, -1.60194], [3.79630, -3.74167, -0.45234], [3.83084, -2.59154, 0.33884], [4.62111, -2.48430, 1.56112], [5.34288, -3.46421, 2.03737], [4.44658, 1.24783, 3.42292], [3.02672, 3.10265, 2.50940], [1.65045, 2.66238, 0.45734], [1.76222, -2.53283, -2.85896], [2.99876, -4.58297, -2.25814], [4.37241, -4.60920, -0.15848], [-1.75416, -1.02574, -5.23819], [-0.20171, -0.21498, -5.48218], [-0.42313, 1.50858, -5.82393], [0.70696, -0.36250, -4.25823], [1.83821, -0.79227, -4.40034], [0.18624, 0.05863, -3.15834], [0.28474, -0.66757, -6.33758]],
  "lowdin_charge": [1.2835, -0.0469, -0.1926, -0.0803, -0.6084, 0.0863, -0.2935, 0.1088, 0.1068, 0.0750, 0.1367, 0.1341, 0.1284, -0.0746, -0.4032, 1.1418, -0.3766, -0.0768, -0.0443, -0.0386, -0.0485, -0.0799, -0.3581, -0.0681, -0.0384, -0.0336, -0.0465, -0.0719, 0.9630, -0.3645, -0.0944, -0.0459, -0.0391, -0.0414, -0.0867, -0.3272, -0.1283, -0.0542, -0.0443, -0.0449, -0.0670, 0.0965, 0.0719, 0.0762, 0.0802, 0.1182, 0.1196, 0.1183, 0.1160, 0.0957, 0.1210, 0.1206, 0.1187, 0.1143, 0.0600, 0.1195, 0.1200, 0.1184, 0.0891, 0.0759, 0.1205, 0.1189, 0.1186, 0.1083, 1.2142, -0.2042, -0.3415, -0.0760, 0.0441, 0.0025, -0.0927, -0.0725, -0.1456, -0.1316, -0.0341, -0.0767, 0.0179, 0.0503, -0.0678, -0.3355, -0.2037, 0.1351, 0.1260, 0.1142, 0.0950, 0.1296, 0.1347, 0.6465, -0.9774, 0.6856, -0.7733, 0.0407, -0.2394, 0.0735]
}

---

The lowest multiplicity belongs to which entry?
C42H36BeN2O2S3